Entry 1:
Entry from OMol25: a structure of composition C28H55GaI2N3O5S (ωB97M-V/def2-TZVPD).

Structure (XYZ):
```
95
C28H55GaI2N3O5S (ωB97M-V/def2-TZVPD)
C 3.75 3.49 2.04
C 3.54 1.94 2.63
I 4.32 1.52 4.67
C 2.85 0.86 1.82
I 2.11 1.44 -0.17
Ga 2.68 -1.07 2.61
C 4.46 -2.05 2.03
C 4.27 -2.82 0.58
C 4.27 -1.81 -0.72
S 2.70 -1.97 -1.79
C 1.15 -2.19 1.74
C -0.35 -1.79 2.37
C -1.46 -2.05 1.17
N -2.89 -1.78 1.58
C -3.56 -0.76 0.64
C -2.80 0.73 0.78
C -2.60 1.68 -0.56
C -1.86 3.18 -0.46
C -1.25 3.72 1.00
C -1.48 2.73 2.29
C -2.26 1.27 2.25
O -2.40 0.56 3.53
H 2.74 4.04 1.81
H 4.43 4.12 2.80
H 4.42 3.38 1.06
H 2.54 -0.97 4.23
H 4.69 -2.79 2.92
H 5.26 -1.17 1.94
H 5.18 -3.57 0.45
H 3.30 -3.48 0.52
H 4.50 -0.70 -0.42
H 5.15 -2.15 -1.44
H 2.60 -0.85 -2.66
H 1.07 -1.95 0.59
H 1.34 -3.33 1.98
H -0.55 -2.48 3.30
H -0.24 -0.64 2.67
H -1.41 -3.19 0.83
H -1.11 -1.44 0.22
H -3.47 -2.66 1.52
H -3.41 -1.13 -0.48
H -4.72 -0.69 0.81
H -2.97 1.39 -1.64
H -1.74 3.86 -1.41
H -0.70 4.76 1.13
H -1.06 3.10 3.34
H -1.82 0.99 4.24
C -5.01 4.68 -0.46
O -4.06 5.67 -0.81
C -4.38 6.39 -2.01
C -4.87 7.82 -1.69
N -6.18 7.81 -1.04
C -6.55 9.07 -0.39
C -5.61 9.64 0.69
O -5.59 8.90 1.90
C -4.79 7.72 1.86
H -4.55 4.02 0.28
H -5.89 5.12 0.00
H -5.30 4.08 -1.33
H -5.11 5.85 -2.63
H -3.45 6.47 -2.58
H -4.93 8.40 -2.61
H -4.11 8.28 -1.05
H -6.21 7.08 -0.34
H -7.53 8.91 0.07
H -6.70 9.83 -1.17
H -6.00 10.63 0.96
H -4.60 9.82 0.32
H -3.89 7.85 1.25
H -5.39 6.89 1.50
H -4.48 7.48 2.88
C 1.59 -6.01 -0.87
O 2.73 -6.66 -0.31
C 2.67 -8.09 -0.37
C 3.62 -8.65 -1.44
N 3.16 -8.33 -2.79
C 4.17 -8.51 -3.84
C 5.50 -7.74 -3.72
O 5.39 -6.33 -3.91
C 4.89 -5.62 -2.79
H 1.60 -4.97 -0.54
H 1.64 -6.02 -1.96
H 0.66 -6.47 -0.53
H 1.64 -8.45 -0.51
H 3.01 -8.44 0.61
H 3.70 -9.73 -1.33
H 4.61 -8.22 -1.24
H 2.85 -7.36 -2.82
H 3.69 -8.21 -4.78
H 4.38 -9.59 -3.93
H 6.15 -8.10 -4.53
H 6.04 -7.97 -2.79
H 5.24 -6.04 -1.84
H 3.80 -5.59 -2.83
H 5.24 -4.59 -2.86
```

The charge is -1. The HOMO energy comes out at -4.7 eV. The calculation puts the frontier orbital gap at 6.883 eV. The energy comes out at -4558.09432 Ha.



Entry 2:
Entry from OMol25: a structure of composition C28H55HgO2Si4 (ωB97M-V/def2-TZVPD).

Structure (XYZ):
```
90
C28H55HgO2Si4 (ωB97M-V/def2-TZVPD)
O 1.33 2.44 -5.37
C 1.98 1.97 -6.58
C 2.26 3.36 -7.11
H 1.27 1.38 -7.15
H 2.89 1.40 -6.33
C 1.55 3.83 -5.83
H 1.77 3.59 -8.05
H 3.32 3.60 -7.18
C 0.17 4.41 -5.98
H -0.41 3.84 -6.70
H 0.23 5.44 -6.32
H -0.29 4.37 -4.98
C 2.44 4.71 -5.00
H 3.38 4.25 -4.71
H 1.90 5.14 -4.15
H 2.74 5.58 -5.61
Hg -0.92 -1.58 -1.92
C 1.35 0.50 1.84
C 1.87 -0.46 0.93
C 3.00 0.11 0.29
H 1.48 -1.46 0.76
C 3.16 1.44 0.76
C 2.14 1.68 1.73
H 1.98 2.60 2.29
H 0.50 0.36 2.50
H 3.65 -0.41 -0.42
H 3.92 2.15 0.45
C -2.89 1.91 1.19
C -1.77 2.70 1.56
C -0.90 2.78 0.43
H -1.60 3.16 2.53
C -1.48 2.03 -0.62
C -2.72 1.50 -0.16
H -3.40 0.86 -0.73
H -3.73 1.64 1.83
H 0.04 3.30 0.39
H -1.04 1.88 -1.61
O 1.52 2.48 -2.84
C 2.70 3.00 -2.21
C 3.87 2.12 -2.68
H 2.62 2.94 -1.11
H 2.83 4.04 -2.53
C 3.25 0.77 -3.04
H 4.63 2.02 -1.91
H 4.30 2.55 -3.60
C 1.77 1.08 -3.18
H 3.40 0.02 -2.25
H 3.67 0.38 -3.98
H 1.17 0.32 -2.62
H 1.50 0.91 -4.23
C 0.38 -3.07 3.31
Si -1.35 -2.90 2.58
C -2.40 -4.20 3.47
C -2.02 -1.19 3.05
Si -1.43 -3.08 0.23
Si -0.12 -4.94 -0.31
C -0.77 -6.54 0.43
C -0.12 -5.06 -2.19
C 1.66 -4.68 0.24
Si -3.71 -3.48 -0.15
C -4.35 -5.11 0.50
C -4.65 -2.04 0.63
C -4.04 -3.43 -2.01
H 0.30 -3.19 4.40
H 1.00 -2.19 3.11
H 0.92 -3.95 2.92
H -2.08 -4.24 4.53
H -3.47 -3.95 3.45
H -2.28 -5.21 3.05
H -1.69 -0.40 2.36
H -3.12 -1.17 3.08
H -1.66 -0.93 4.06
H -1.66 -6.90 -0.11
H 0.01 -7.31 0.32
H -1.02 -6.47 1.49
H 0.30 -4.16 -2.65
H 0.49 -5.91 -2.50
H -1.13 -5.20 -2.60
H 2.00 -3.64 0.09
H 1.83 -4.94 1.29
H 2.31 -5.32 -0.38
H -4.38 -5.15 1.60
H -5.38 -5.24 0.13
H -3.76 -5.96 0.15
H -4.09 -1.09 0.57
H -5.60 -1.91 0.09
H -4.88 -2.23 1.69
H -3.66 -2.52 -2.49
H -3.58 -4.29 -2.53
H -5.12 -3.47 -2.19
```

The charge is -1. Its energy above the lowest of the compared OMol25 structures with the same formula, charge and spin is 42.7 kcal/mol. The HOMO energy (alpha / beta) comes out at -3.2 / -3.0 eV. The calculation puts the frontier orbital gap (alpha / beta) at 4.443 / 4.156 eV. The energy comes out at -2561.66583 Ha.



Entry 3:
Entry from OMol25: a structure of composition C28H55O2Si4Zr (ωB97M-V/def2-TZVPD).

Structure (XYZ):
```
90
C28H55O2Si4Zr (ωB97M-V/def2-TZVPD)
O -0.39 -6.05 -3.80
C -0.11 -7.22 -2.97
C -0.16 -8.21 -4.13
H -0.90 -7.38 -2.22
H 0.87 -7.14 -2.49
C -0.51 -6.93 -4.96
H -0.98 -8.93 -4.08
H 0.80 -8.66 -4.38
C -1.92 -6.93 -5.51
H -2.64 -7.20 -4.73
H -2.00 -7.65 -6.34
H -2.17 -5.94 -5.89
C 0.51 -6.61 -6.04
H 1.53 -6.60 -5.63
H 0.29 -5.63 -6.48
H 0.46 -7.37 -6.83
Zr 0.44 0.69 -0.79
C 2.39 2.04 -1.14
C 2.54 1.42 0.15
C 2.67 0.01 -0.04
H 2.67 1.95 1.10
C 2.62 -0.25 -1.45
C 2.42 0.99 -2.13
H 2.40 1.11 -3.21
H 2.40 3.12 -1.31
H 2.84 -0.72 0.75
H 2.86 -1.21 -1.92
C -0.83 2.69 -1.41
C -0.06 2.31 -2.55
C -0.49 1.00 -2.97
H 0.64 2.96 -3.08
C -1.59 0.62 -2.13
C -1.78 1.64 -1.15
H -2.55 1.67 -0.37
H -0.80 3.64 -0.89
H -0.15 0.47 -3.85
H -2.23 -0.25 -2.27
O 0.11 -1.54 -1.05
C 0.11 -2.23 -2.37
C 0.46 -3.67 -2.06
H 0.81 -1.72 -3.04
H -0.91 -2.14 -2.77
C -0.09 -3.90 -0.66
H 1.55 -3.78 -2.06
H 0.05 -4.35 -2.81
C 0.03 -2.56 0.04
H 0.44 -4.69 -0.12
H -1.15 -4.20 -0.71
H 0.96 -2.48 0.61
H -0.83 -2.29 0.67
C -0.55 0.05 4.34
Si 0.62 1.49 3.99
C 0.65 2.64 5.49
C 2.38 0.85 3.75
Si -0.11 2.48 1.99
Si -2.31 3.10 2.53
C -2.55 3.79 4.27
C -2.88 4.45 1.34
C -3.34 1.52 2.39
Si 0.97 4.58 2.09
C 0.29 5.78 3.38
C 2.80 4.37 2.50
C 0.79 5.41 0.40
H -0.16 -0.51 5.20
H -0.60 -0.64 3.48
H -1.57 0.37 4.58
H 1.08 2.07 6.33
H 1.29 3.52 5.34
H -0.35 2.98 5.79
H 2.42 0.07 2.99
H 3.09 1.64 3.47
H 2.72 0.42 4.70
H -1.90 4.64 4.49
H -3.59 4.14 4.35
H -2.40 3.02 5.04
H -2.94 4.10 0.30
H -3.88 4.77 1.64
H -2.23 5.34 1.35
H -3.20 1.00 1.44
H -3.11 0.81 3.20
H -4.40 1.80 2.48
H 0.34 5.39 4.40
H 0.91 6.69 3.34
H -0.75 6.08 3.18
H 3.37 3.98 1.65
H 3.21 5.37 2.74
H 2.99 3.73 3.38
H 1.10 4.76 -0.42
H -0.24 5.74 0.21
H 1.43 6.31 0.39
```

The charge is +1. Its energy above the lowest of the compared OMol25 structures with the same formula, charge and spin is 0.0 kcal/mol. The HOMO energy comes out at -9.8 eV. The calculation puts the frontier orbital gap at 6.458 eV. The energy comes out at -2455.23879 Ha.



Entry 4:
Entry from OMol25: a structure of composition C28H56AsN4ORh (ωB97M-V/def2-TZVPD).

Structure (XYZ):
```
91
C28H56AsN4ORh (ωB97M-V/def2-TZVPD)
Rh 0.16 1.03 -0.80
C -0.83 2.43 1.79
N 0.17 2.56 0.70
C 1.53 2.49 1.29
C -0.03 3.85 -0.01
C -0.92 3.63 -1.20
N -0.37 2.55 -2.08
C -1.33 2.35 -3.19
C 0.93 2.98 -2.67
H -0.68 3.24 2.51
H -0.71 1.48 2.29
H -1.83 2.49 1.38
H 1.73 3.38 1.90
H 2.28 2.45 0.50
H 1.62 1.60 1.91
H 0.95 4.24 -0.32
H -0.46 4.60 0.66
H -1.03 4.54 -1.79
H -1.92 3.31 -0.89
H -1.49 3.31 -3.69
H -2.27 1.99 -2.81
H -0.93 1.64 -3.91
H 0.83 3.98 -3.09
H 1.20 2.29 -3.46
H 1.72 3.00 -1.92
C 2.23 -1.58 5.03
C 3.61 -1.21 4.46
C 3.32 0.00 3.55
O 1.92 -0.04 3.29
C 1.33 -0.46 4.53
H 2.23 -1.65 6.11
H 1.89 -2.54 4.63
H 4.04 -2.03 3.90
H 4.32 -0.95 5.24
H 3.84 -0.04 2.59
H 3.58 0.94 4.05
H 0.30 -0.75 4.33
H 1.32 0.38 5.23
C -1.67 -0.81 -4.50
C -0.17 -0.69 -4.28
As 0.49 -0.79 -2.43
C 2.38 -1.06 -2.84
C 3.14 0.16 -3.34
C 0.00 -2.63 -1.97
C -1.44 -2.96 -1.59
H -1.90 -0.68 -5.56
H -2.25 -0.08 -3.94
H -2.03 -1.80 -4.22
H 0.24 0.21 -4.75
H 0.35 -1.52 -4.76
H 2.37 -1.85 -3.60
H 2.84 -1.47 -1.95
H 2.69 0.59 -4.24
H 4.16 -0.12 -3.60
H 3.21 0.93 -2.58
H 0.70 -2.94 -1.20
H 0.28 -3.16 -2.89
H -1.73 -2.49 -0.65
H -1.52 -4.04 -1.45
H -2.15 -2.67 -2.35
C 3.77 -4.35 2.20
C 4.43 -3.30 1.30
C 3.47 -2.33 0.78
N 2.72 -1.55 0.39
H 4.52 -5.06 2.54
H 2.99 -4.89 1.67
H 3.33 -3.88 3.08
H 4.92 -3.77 0.44
H 5.21 -2.75 1.83
C -6.01 0.11 -0.02
N -4.90 1.03 -0.10
C -4.74 1.89 1.04
C -3.68 0.61 -0.72
C -2.66 -0.13 0.14
C -3.04 -1.04 1.14
C -2.12 -1.69 1.94
C -0.75 -1.48 1.78
C -0.36 -0.58 0.81
C -1.30 0.06 0.04
H -6.95 0.67 0.01
H -6.00 -0.55 0.86
H -6.03 -0.52 -0.91
H -5.70 2.33 1.32
H -4.07 2.72 0.79
H -4.33 1.39 1.94
H -3.18 1.50 -1.11
H -3.93 -0.02 -1.59
H -4.10 -1.23 1.29
H -2.47 -2.39 2.69
H -0.02 -2.00 2.39
H 0.73 -0.40 0.67
```

The charge is +2. The HOMO energy comes out at -13.0 eV. The calculation puts the frontier orbital gap at 6.850 eV. The energy comes out at -3740.48945 Ha.